This record from the Open Molecules 2025 dataset describes a cluster of 2 separate species, C4H2S in total. The level of theory is wB97M-V/def2-TZVPD.

ORCA input file:
```
! RIJCOSX wB97M-V def2-TZVPD def2/J DEFGRID3
* xyz 0 1
C -0.8490 -2.5781 -0.0535
C -0.0187 2.4882 -0.3304
C 0.0172 -1.8792 0.3700
C 0.7532 1.6072 0.0476
S 1.7801 0.4644 0.5763
H -1.3621 -3.4713 0.2166
H -0.3208 3.3688 -0.8267
*
```

## Properties
Relative energy (zero: lowest compared OMol25 entry of this formula, charge and spin) = 130.6 kcal per mole

Löwdin charges, unit e, in atom order: C -0.134; C 0.100; C -0.085; C -0.724; S 0.810; H 0.000; H 0.035

=====

This record from the Open Molecules 2025 dataset describes a cluster of 2 separate species, C5H5NO in total. The level of theory is wB97M-V/def2-TZVPD.

ORCA input file:
```
! RIJCOSX wB97M-V def2-TZVPD def2/J DEFGRID3
* xyz 0 1
O 1.1673 0.7522 1.2058
C 0.0714 -0.1016 1.3926
C -0.4828 -0.7876 0.2394
C 0.2765 -1.0708 -0.8329
C 0.9901 -1.4050 -1.7810
C -1.5347 1.4557 -0.6654
N -2.5611 1.5782 -1.1759
H 1.7541 0.3157 0.5734
H 0.3155 -0.9616 2.0420
H -0.6780 0.4419 1.9630
H -0.5605 1.6608 -0.2634
H 1.2420 -1.8780 -2.6976
*
```

## Properties
Relative energy (zero: lowest compared OMol25 entry of this formula, charge and spin) = 143.1 kcal per mole

Löwdin population analysis, charges in e, atoms 1 to 8: O -0.059; C -0.353; C -0.004; C -0.203; C 0.177; C -0.102; N 0.093; H 0.085

=====

This record from the Open Molecules 2025 dataset describes a structure of composition CH2Br3CaF2O3PRb2. The level of theory is wB97M-V/def2-TZVPD.

ORCA input file:
```
! RIJCOSX wB97M-V def2-TZVPD def2/J DEFGRID3
* xyz 2 1
Rb -3.0453 -1.2119 2.8547
Rb -0.0159 2.8705 -2.2326
Ca -2.8279 2.8609 1.6809
O -2.7836 3.1991 -0.6409
H -2.6591 2.2379 -0.7633
O 0.0058 0.3541 -0.7863
P -0.5386 0.1978 0.5762
O -1.3136 1.3535 1.2044
F 0.5053 -0.4556 1.6006
F -1.6385 -0.9772 0.5834
C 2.7220 -2.1473 -0.7643
Br 1.7937 -2.8027 -2.3602
Br 3.5274 -0.2934 -1.0038
Br 4.2227 -3.2617 -0.0096
H 2.0457 -1.9240 0.0608
*
```

## Properties
Relative energy (zero: lowest compared OMol25 entry of this formula, charge and spin) = 32.0 kcal per mole

Löwdin population analysis, charges in e, atoms 1 to 8: Rb 1.038; Rb 0.961; Ca 1.621; O -0.596; H -0.124; O -0.364; P 0.271; O -0.544

=====

This record from the Open Molecules 2025 dataset describes a cluster of 2 separate species, C2H9N2S in total. The level of theory is wB97M-V/def2-TZVPD.

ORCA input file:
```
! RIJCOSX wB97M-V def2-TZVPD def2/J DEFGRID3
* xyz -1 1
C -2.8041 0.4815 -0.9104
S -2.2232 0.6901 0.9248
H -2.0325 0.1386 -1.6179
H -3.2968 1.5444 -1.1565
H -3.6642 -0.3613 -0.8017
N 1.6979 -0.3824 -1.0110
C 2.0369 -0.5100 0.4447
N 1.0334 -0.3008 1.4943
H 1.2563 0.6086 -0.9067
H 0.9855 -1.0070 -1.1228
H 2.9915 0.0207 0.5294
H 2.2904 -1.6011 0.5941
H 0.3317 0.4086 1.2610
H 1.3971 0.2702 2.2786
*
```

## Properties
Relative energy (zero: lowest compared OMol25 entry of this formula, charge and spin) = 44.6 kcal per mole

Löwdin population analysis, charges in e, atoms 1 to 8: C -0.684; S -0.071; H -0.048; H 0.000; H 0.003; N -0.011; C -0.408; N -0.040

=====

This record from the Open Molecules 2025 dataset describes the molecule C5H7NOS. The level of theory is wB97M-V/def2-TZVPD.

ORCA input file:
```
! RIJCOSX wB97M-V def2-TZVPD def2/J DEFGRID3
* xyz 0 1
C 1.7743 -0.7373 0.8335
C -0.6725 0.7439 0.9389
C 0.9230 1.2743 -0.7460
C -0.4130 -0.4945 0.2151
C -1.4935 -1.0376 -0.6990
N 0.6059 -1.2244 0.6285
O -1.6541 1.4378 0.8138
S 2.4108 0.4927 -0.3720
H 2.4844 -1.0998 1.5075
H 0.1807 0.9360 1.6263
H 0.5444 1.0021 -1.7677
H 0.7116 2.1684 -0.2630
H -2.4168 -0.4472 -0.4482
H -1.6573 -2.0529 -0.3596
H -1.3279 -0.9616 -1.9081
*
```

## Properties
Relative energy (zero: lowest compared OMol25 entry of this formula, charge and spin) = 86.5 kcal per mole

Löwdin population analysis, charges in e, atoms 1 to 8: C -0.345; C -0.352; C -0.388; C -0.349; C -0.020; N 0.046; O 0.025; S 0.844

=====

This record from the Open Molecules 2025 dataset describes a structure of composition C33H20N10O11SW. The level of theory is wB97M-V/def2-TZVPD.

ORCA input file:
```
! RIJCOSX wB97M-V def2-TZVPD def2/J DEFGRID3
* xyz 0 1
W 0.6087 -0.4990 0.5311
C 1.7556 3.3287 2.5582
O 0.4071 3.6411 2.1864
C -0.5475 2.8874 2.7948
C -1.4817 3.4915 3.6204
C -2.4884 2.7559 4.2343
C -2.5715 1.3924 4.0329
C -1.6601 0.7624 3.1819
C -1.7600 -0.6495 2.9026
N -1.0836 -1.2533 1.9981
N -1.3385 -2.6145 1.9120
C -0.6197 -3.1287 0.9796
O 0.1680 -2.3750 0.2247
C -0.6429 -4.5598 0.6603
C -1.7128 -5.3501 1.0777
C -1.7191 -6.7016 0.7828
C -0.6582 -7.2636 0.0831
C 0.4068 -6.4757 -0.3279
C 0.4187 -5.1184 -0.0472
C -0.6618 1.5117 2.5511
O 0.1784 0.9312 1.7013
H 2.3862 4.0329 2.0228
H 2.0217 2.3081 2.2819
H 1.8869 3.4627 3.6341
H -1.3979 4.5594 3.7757
H -3.1991 3.2538 4.8789
H -3.3411 0.8049 4.5167
H -2.4655 -1.2483 3.4730
H -2.5274 -4.8971 1.6257
H -2.5490 -7.3196 1.0978
H -0.6621 -8.3226 -0.1397
H 1.2340 -6.9177 -0.8668
H 1.2479 -4.4929 -0.3517
O 4.2482 1.2914 0.1186
C 3.0825 1.2754 -0.1356
O 2.3035 0.2522 0.3194
C 2.3651 2.2922 -0.9255
C 3.1069 3.3571 -1.4174
C 2.5029 4.3234 -2.1952
C 1.1693 4.2173 -2.5721
C 0.4554 3.1391 -2.1180
C 0.9756 2.1849 -1.1912
O 0.1774 1.3539 -0.6424
N -0.8917 2.9531 -2.6407
O -1.2607 1.8063 -2.8585
O -1.5653 3.9365 -2.8570
N 3.2833 5.4607 -2.6723
O 2.7416 6.2257 -3.4464
O 4.4195 5.5750 -2.2612
H 4.1598 3.4204 -1.1806
H 0.7175 4.9458 -3.2287
S 3.3734 -1.9138 3.9828
C 2.3226 -1.5434 2.8897
N 1.4995 -1.2650 2.0734
N -6.4530 -0.0111 -2.5606
C -5.4023 -0.0785 -2.1039
C -4.0951 -0.1695 -1.5201
C -3.2696 -1.2482 -1.8033
C -2.0231 -1.3016 -1.2091
N -1.5824 -0.3599 -0.3739
C -2.3708 0.6915 -0.1251
C -3.6324 0.8235 -0.6638
H -3.5817 -2.0343 -2.4746
H -1.3427 -2.1151 -1.4187
H -1.9702 1.4661 0.5096
H -4.2294 1.6938 -0.4355
N 1.2669 -0.1303 -3.4972
C 1.6406 -0.8217 -2.4070
O 0.7543 -0.8450 -1.4554
C 2.8613 -1.4838 -2.3243
C 3.7590 -1.4035 -3.4136
N 4.4117 -1.3123 -4.3590
C 3.1229 -2.1932 -1.1321
N 3.0806 -2.6536 -0.0740
H 0.3844 0.3597 -3.4716
H 1.8525 -0.0978 -4.3146
*
```

## Properties
Relative energy (zero: lowest compared OMol25 entry of this formula, charge and spin) = 0.0 kcal per mole

Löwdin population analysis, charges in e, atoms 1 to 8: W 2.065; C -0.026; O -0.069; C -0.222; C 0.028; C -0.061; C -0.024; C -0.140

=====

> Which of these has the lowest relative energy (zero: lowest compared OMol25 entry of this formula, charge and spin)?

C33H20N10O11SW